# 1
63
Properties=species:S:1:pos:R:3 method="wB97M-V/def2-TZVPD" charge=-2 lumo_energy_ev=4.328
C -2.3725 -1.7622 -2.8304
C -1.7121 -1.9305 -4.0986
C -1.4779 -0.6553 -4.6413
H -1.4862 -2.8918 -4.5626
C -1.9568 0.3283 -3.7383
C -2.5326 -0.3300 -2.6208
H -3.0893 0.1325 -1.8102
H -2.8154 -2.5536 -2.2225
H -1.0430 -0.4471 -5.6157
H -1.9432 1.4061 -3.9015
Cd -0.6160 -1.6239 -1.3319
Cl 0.4958 -3.7671 -1.3786
C 2.7056 -0.6827 -2.5455
C 2.3252 0.5658 -3.1238
C 1.8789 0.3115 -4.4620
H 2.3428 1.5289 -2.6194
C 1.9733 -1.0889 -4.6986
C 2.4670 -1.7061 -3.5089
H 2.6070 -2.7679 -3.3377
H 3.0529 -0.8474 -1.5294
H 1.5044 1.0565 -5.1503
H 1.6945 -1.6167 -5.6039
C -1.5770 2.2116 2.6491
C -1.5404 1.4066 1.3426
C -2.7980 0.5404 1.2381
C -1.5461 2.3451 0.1303
P 0.0153 0.3187 1.2719
N 0.2651 -0.0701 -0.2274
C 1.5972 1.2892 1.7634
C 1.7359 1.4022 3.2898
C 2.8200 0.5819 1.1777
C 1.5577 2.6716 1.1137
C -0.1844 -1.3114 2.2173
C 1.1207 -2.1018 2.0823
C -0.5047 -1.0372 3.6839
C -1.3073 -2.2057 1.6732
H -2.5282 2.7650 2.6459
H -0.7701 2.9531 2.7309
H -1.5622 1.5675 3.5413
H -3.6513 1.2136 1.0730
H -2.7568 -0.1450 0.3799
H -3.0046 -0.0176 2.1588
H -0.7633 3.1056 0.1618
H -1.4322 1.7662 -0.7957
H -2.5161 2.8597 0.1061
H 1.9776 0.4392 3.7633
H 2.5826 2.0753 3.5052
H 0.8440 1.8244 3.7753
H 2.7387 0.5803 0.0867
H 3.7295 1.1309 1.4582
H 2.9342 -0.4492 1.5113
H 1.3882 2.5684 0.0328
H 0.8121 3.3470 1.5438
H 2.5389 3.1529 1.2466
H 1.9621 -1.6369 2.6069
H 0.9527 -3.0890 2.5342
H 1.3661 -2.2702 1.0241
H -1.4730 -0.5363 3.8205
H -0.5721 -2.0282 4.1526
H 0.2691 -0.4650 4.2010
H -2.2993 -1.8242 1.9111
H -1.2309 -2.4032 0.5920
H -1.1920 -3.1841 2.1584


# 2
70
Properties=species:S:1:pos:R:3 method="wB97M-V/def2-TZVPD" e_above_lowest_kj_mol=411.45 lumo_energy_ev="-2.031 / -1.357"
Zn 0.0020 -2.0931 -0.5413
C 0.5223 -1.9995 -3.4419
C 0.6425 -0.6777 -3.3478
C -0.3787 0.3250 -3.6650
C -1.8307 0.0663 -3.1618
C -1.9821 -0.6724 -1.8843
C -1.6527 -1.9862 -1.7225
C -1.7798 -2.9625 -2.8832
C -0.6700 -2.6427 -3.9922
C 0.4738 -1.4322 2.9179
H 1.3131 -2.7064 -3.2468
H 1.6121 -0.2181 -3.2314
H -0.5486 0.3732 -4.7419
H -0.0586 1.3049 -3.2918
H -2.3071 1.0189 -3.0223
H -2.3623 -0.4792 -3.9473
H -2.5892 -0.1135 -1.1102
H -1.5815 -2.5715 -0.7482
H -2.7976 -2.9889 -3.3402
H -1.4746 -3.9234 -2.4546
H -0.4489 -3.6334 -4.3899
H -1.1318 -2.1070 -4.8270
H 1.3944 -2.1370 2.8326
H -0.2619 -1.7643 3.6794
H 0.8216 -0.4729 3.2846
P -1.0868 0.5350 1.9329
P 2.1754 1.0678 0.9952
N -2.5044 -0.6043 1.8554
N -2.0458 1.7238 2.6933
N 2.8084 -0.3490 0.0055
N 3.3669 2.3220 0.6154
C -0.6993 1.2371 0.2332
C 0.7408 1.8144 -0.0410
C -2.4729 -1.9804 2.1389
C -3.7152 -2.5404 1.8980
C -4.5296 -1.5108 1.3315
C -3.7521 -0.3448 1.2681
C -2.4012 1.5916 4.0649
C -2.8524 2.8033 4.5244
C -2.7770 3.7438 3.4253
C -2.2760 3.0455 2.3325
C 2.5061 -1.7303 0.4557
C 2.8888 -2.5291 -0.6526
C 3.1272 -1.7176 -1.7511
C 2.9090 -0.3901 -1.3690
C 4.2572 2.4105 -0.4537
C 5.4783 2.9406 -0.0028
C 5.3389 3.2019 1.3836
C 4.0471 2.8399 1.7330
H -1.4720 1.9992 -0.0256
H -0.9092 0.3695 -0.4169
H 0.9525 1.7910 -1.1350
H 0.6563 2.8982 0.2381
H -1.5372 -2.4447 2.4168
H -4.0125 -3.5870 2.1006
H -5.5618 -1.5712 1.0118
H -3.9220 0.5920 0.7857
H -2.1988 0.6651 4.5895
H -3.2095 3.0350 5.5261
H -3.0660 4.7933 3.4165
H -1.9694 3.3654 1.3496
H 2.6069 -1.8834 1.5498
H 2.6670 -3.5832 -0.7461
H 3.2522 -2.0279 -2.7444
H 2.5202 0.4573 -1.9814
H 3.9176 2.1498 -1.4449
H 6.3572 3.1410 -0.6119
H 6.0738 3.5884 2.0876
H 3.4831 2.9783 2.6556
I 3.9144 0.1871 3.0387


# 3
40
Properties=species:S:1:pos:R:3 method="wB97M-V/def2-TZVPD" s2=0.755 e_above_lowest_kj_mol=0.00 lumo_energy_ev="0.510 / -5.839" multiplicity=2
Zn 1.8413 -0.1996 0.1461
B 2.7406 1.3990 -0.8216
H 2.1551 1.7581 0.0105
H 3.5382 0.7677 -0.4616
H 2.0914 0.7792 -1.4205
H 3.1960 2.1849 -1.4041
B 1.8320 0.1412 2.2777
H 1.2240 -0.7496 2.3096
H 1.2455 0.8358 1.6965
H 1.9522 0.4997 3.2883
H 2.7575 0.0286 1.7346
B 2.4494 -2.1406 -0.2981
H 2.3309 -1.5333 -1.1821
H 2.4402 -3.1605 -0.6501
H 3.3754 -1.8685 0.1844
H 1.6195 -1.9441 0.3628
C -1.2272 4.2178 -0.9732
O -1.1985 2.8088 -0.9777
C -0.7499 2.2715 0.2621
C -1.0308 0.7590 0.2082
N -0.1511 -0.1548 -0.6379
C -0.8729 -1.4082 -0.9703
C -1.3929 -2.2467 0.2726
O -2.8167 -1.9871 0.5667
C -3.7146 -2.9725 0.1368
H -1.6674 4.4804 -1.9352
H -0.2152 4.6140 -0.8896
H -1.7738 4.5837 -0.1040
H -1.3105 2.6725 1.1066
H 0.2888 2.4629 0.5313
H -2.0388 0.7015 -0.2026
H -1.1048 0.3046 1.1961
H -0.0845 0.3349 -1.5188
H -0.1387 -1.9845 -1.5334
H -1.7083 -1.2812 -1.6589
H -0.8062 -2.0903 1.1778
H -1.2061 -3.3016 0.0717
H -3.7083 -3.0496 -0.9505
H -4.6282 -2.5479 0.5528
H -3.5325 -3.9851 0.4969